(1)
Below is C37H61B2N6O6OsSi as an isolated structure, with properties calculated with wB97M-V/def2-TZVPD.

Geometry as XYZ:
```
114
Properties=species:S:1:pos:R:3:lowdin_spin:R:1
Os -0.40945 -0.05355 1.36320 2.96
C -2.01067 -2.98613 3.00291 0.00
C -1.90588 -1.72489 3.79672 0.02
C -2.25797 -1.47950 5.12258 0.01
C -1.90279 -0.16631 5.38066 0.01
C -2.06236 0.62218 6.64013 0.00
N -1.36236 0.34646 4.26217 0.01
N -1.38746 -0.60325 3.27951 0.13
B -0.76848 1.76348 4.01762 0.00
N -1.57764 2.48887 2.95761 0.00
N -1.96095 1.77610 1.84834 0.10
C -2.98935 2.44538 1.31483 0.01
C -3.84793 1.95997 0.19493 0.00
C -3.23966 3.60091 2.06705 0.01
C -2.34286 3.58231 3.10920 0.01
C -2.18225 4.54207 4.24646 0.00
N 0.69443 1.57969 3.51092 0.02
N 1.03480 0.43718 2.82207 0.04
C 2.37639 0.26837 2.97710 0.02
C 3.12491 -0.96706 2.60924 0.00
C 2.87924 1.34361 3.68465 0.01
C 1.79373 2.14145 4.01538 0.02
C 1.75932 3.41580 4.78984 0.00
H -2.28881 -3.81859 3.64571 0.00
H -1.05783 -3.23143 2.53011 0.00
H -2.76319 -2.89923 2.22387 0.00
H -2.70908 -2.17448 5.81614 0.00
H -2.50365 -0.00763 7.40944 0.00
H -2.71522 1.48303 6.48447 0.00
H -1.10303 0.99277 7.00376 0.00
H -0.74946 2.37516 5.04763 0.00
H -3.39856 1.16954 -0.39268 0.00
H -4.10127 2.78132 -0.47463 0.00
H -4.78019 1.58145 0.61987 0.00
H -4.00637 4.33707 1.87413 0.00
H -2.87117 5.37317 4.11460 0.00
H -1.16812 4.94293 4.29226 0.00
H -2.39574 4.07055 5.20769 0.00
H 2.46382 -1.78033 2.32776 0.00
H 3.69460 -1.29127 3.48024 0.00
H 3.83852 -0.78900 1.80581 0.00
H 3.90769 1.49930 3.97763 0.00
H 2.76994 3.70547 5.06753 0.00
H 1.16094 3.31788 5.69762 0.00
H 1.32126 4.21337 4.18750 0.00
C 5.67057 0.31905 -4.30509 0.00
C 6.20395 -0.51357 -3.12667 0.00
C 7.15724 0.34689 -2.28564 0.00
C 6.99035 -1.69680 -3.69227 0.00
C 5.02186 -0.97302 -2.26585 0.00
C 4.69760 -2.32364 -2.11255 0.00
C 3.59256 -2.76048 -1.37663 0.00
C 2.82844 -1.78827 -0.79232 0.00
O 1.64753 -1.91803 -0.07145 0.02
B 1.28459 -0.62908 0.25017 0.09
O 2.18885 0.30261 -0.23628 0.03
C 3.14537 -0.45221 -0.91067 0.00
C 4.21786 -0.00740 -1.63846 0.00
H 6.50055 0.65053 -4.93709 0.00
H 5.13246 1.20743 -3.96331 0.00
H 4.98846 -0.27544 -4.92026 0.00
H 8.00422 0.67105 -2.89690 0.00
H 7.54733 -0.22220 -1.43687 0.00
H 6.66574 1.24341 -1.89752 0.00
H 7.81978 -1.32009 -4.29528 0.00
H 6.37127 -2.32475 -4.33982 0.00
H 7.41293 -2.32063 -2.89875 0.00
H 5.32014 -3.07625 -2.57963 0.00
H 3.35109 -3.81411 -1.28283 0.00
H 4.42184 1.05551 -1.71980 0.00
C -0.44004 -3.36376 -2.32109 0.00
C -0.56160 -2.18536 -3.27678 0.00
C 0.73675 -1.40815 -3.40191 0.00
C -1.00290 -2.67730 -4.64376 0.00
O -1.58558 -1.28077 -2.83206 0.00
Si -2.18210 -0.38382 -1.63561 0.03
O -1.39608 -0.60440 -0.15550 0.37
O -3.76316 -0.71457 -1.45862 0.01
C -4.55141 -1.83394 -1.00855 0.00
C -3.94180 -3.15107 -1.47532 0.00
C -5.92856 -1.63985 -1.61441 0.00
C -4.63150 -1.79014 0.51006 0.00
O -2.21086 1.18318 -2.03665 0.01
C -1.32769 2.21161 -2.50659 0.00
C -1.95847 3.53654 -2.13059 0.00
C 0.04442 2.08214 -1.86971 0.01
C -1.22333 2.08697 -4.02188 0.00
H 0.47398 -3.92376 -2.53097 0.00
H -1.28805 -4.03980 -2.44198 0.00
H -0.40557 -3.03120 -1.28775 0.00
H 1.54748 -2.05240 -3.75100 0.00
H 1.02600 -0.98950 -2.43486 0.00
H 0.61579 -0.58438 -4.10883 0.00
H -0.25860 -3.36533 -5.05437 0.00
H -1.12343 -1.83619 -5.33077 0.00
H -1.95717 -3.20272 -4.56576 0.00
H -3.71946 -3.10532 -2.54365 0.00
H -4.63786 -3.97264 -1.29342 0.00
H -3.01100 -3.36252 -0.93642 0.00
H -5.88077 -1.72973 -2.70331 0.00
H -6.30554 -0.64455 -1.36718 0.00
H -6.62418 -2.38901 -1.22868 0.00
H -3.63182 -1.64338 0.91562 0.00
H -5.04320 -2.72438 0.90267 0.00
H -5.26297 -0.96374 0.84537 0.00
H -1.99586 3.65433 -1.04274 0.00
H -2.97540 3.59633 -2.52786 0.00
H -1.37138 4.35866 -2.54878 0.00
H -0.04691 2.05954 -0.78099 0.01
H 0.67516 2.93449 -2.12961 0.00
H 0.54688 1.17021 -2.20689 0.00
H -2.20123 2.25313 -4.47994 0.00
H -0.88567 1.08287 -4.29351 0.00
H -0.51773 2.81893 -4.42324 0.00
```

Properties
* HOMO level (alpha / beta): -11.089 / -11.111 eV
* 2S+1: 5
* Kohn-Sham gap (alpha / beta): 9.41 / 6.19 eV
* net charge: +1

---

(2)
Below is a 10-piece molecular cluster, C37H62N2O24 overall in a non-equilibrium geometry, with properties calculated with wB97M-V/def2-TZVPD.

Geometry as XYZ:
```
125
Properties=species:S:1:pos:R:3:lowdin_charge:R:1
C 21.29700 -9.41800 -10.41600 0.01
C 20.39400 -9.89500 -9.24000 -0.22
C 20.93000 -9.92100 -7.78100 -0.10
O 19.87000 -9.26000 -7.16400 0.06
C 18.84000 -8.86600 -7.95100 -0.60
O 17.90100 -8.21700 -7.59400 0.16
O 19.18100 -9.09600 -9.17800 0.11
H 20.79400 -8.76900 -11.08500 0.04
H 21.61100 -10.27500 -11.02900 0.09
H 22.16900 -8.91100 -10.11300 0.05
H 20.38300 -10.97300 -9.35800 0.14
H 21.99000 -9.53000 -7.59900 0.14
H 20.95800 -10.97400 -7.50500 0.12
C 21.67300 -2.60100 -11.68800 -0.03
C 22.38200 -1.74200 -10.71000 -0.25
C 21.55900 -1.28900 -9.50000 -0.09
O 22.13100 -1.86100 -8.40500 0.15
C 23.12100 -2.51800 -8.71300 -0.69
O 23.82800 -3.13800 -7.90200 0.11
O 23.24900 -2.65500 -10.00400 0.06
H 21.13900 -2.01900 -12.47200 0.09
H 20.90700 -3.25500 -11.39300 0.06
H 22.31200 -3.23200 -12.26100 0.05
H 23.11900 -0.94500 -11.19800 0.19
H 20.51300 -1.46400 -9.50700 0.13
H 21.55700 -0.19600 -9.48400 0.14
C 23.26300 -5.88800 -16.02900 -0.01
C 22.25300 -4.76100 -15.72100 -0.29
C 21.86100 -4.03100 -16.99200 -0.08
O 20.60100 -4.69800 -17.39100 0.09
C 20.27800 -5.52200 -16.38500 -0.61
O 19.29900 -6.26100 -16.37600 0.13
O 21.08300 -5.45300 -15.38800 0.06
H 23.39100 -6.58700 -15.21100 0.05
H 24.27900 -5.43800 -16.08600 0.09
H 23.13900 -6.51300 -16.99600 0.14
H 22.52500 -4.04800 -14.90500 0.15
H 22.58400 -4.03400 -17.85800 0.14
H 21.55600 -3.06300 -16.75500 0.08
C 20.92100 -5.95100 -11.91500 -0.02
C 19.51200 -6.61000 -12.02300 -0.18
C 18.41600 -5.71900 -12.77100 -0.10
O 17.72400 -6.51900 -13.67600 0.07
C 18.32100 -7.73700 -13.71500 -0.58
O 17.90200 -8.67700 -14.26800 0.19
O 19.39800 -7.86300 -12.87200 0.02
H 21.18600 -5.46700 -12.79400 0.04
H 21.81000 -6.63900 -11.83300 0.09
H 20.94200 -5.35400 -10.97600 0.06
H 19.20200 -6.97000 -11.01100 0.14
H 18.93200 -4.94200 -13.36500 0.13
H 17.69300 -5.24700 -12.14200 0.12
C 26.19000 -5.40600 -7.43800 0.00
C 26.59800 -4.33200 -6.40800 -0.25
C 25.71500 -4.25800 -5.12100 -0.04
O 26.20600 -5.30300 -4.20800 0.07
C 27.42200 -5.51000 -4.59600 -0.60
O 28.13800 -6.39600 -4.13100 0.11
O 27.73600 -4.80200 -5.70100 0.06
H 26.98900 -5.67000 -8.04900 0.06
H 25.42700 -5.01700 -8.09500 0.05
H 25.73100 -6.36600 -7.04000 0.10
H 26.73400 -3.30700 -6.77800 0.14
H 24.64800 -4.41300 -5.37800 0.13
H 25.92200 -3.33600 -4.54900 0.14
C 24.58200 -9.99400 -11.78200 -0.06
O 24.22500 -9.19300 -12.89500 -0.03
C 23.24100 -9.54900 -13.75900 -0.41
O 22.78200 -10.81200 -13.69400 0.00
O 22.67200 -8.55500 -14.47400 -0.02
C 21.39600 -8.74900 -15.00200 -0.05
H 25.38900 -9.56400 -11.16900 0.09
H 24.91900 -10.98400 -12.04100 0.09
H 23.73400 -10.04000 -11.06000 0.08
H 20.81600 -9.32500 -14.27300 0.09
H 21.17200 -9.42400 -15.83700 0.12
H 20.94300 -7.77500 -15.15200 0.07
C 26.48600 -0.95500 -8.94900 -0.04
O 26.11100 -1.06500 -7.60600 -0.05
C 25.00700 -0.37700 -7.12700 -0.36
O 24.10500 0.19900 -7.95400 -0.01
O 24.80300 -0.40200 -5.77300 -0.01
C 23.67200 0.22900 -5.32500 -0.09
H 27.41500 -1.55600 -9.07200 0.12
H 26.51600 0.09100 -9.20400 0.10
H 25.61600 -1.29800 -9.49000 0.07
H 22.71000 -0.13000 -5.72900 0.11
H 23.73400 1.34900 -5.35100 0.12
H 23.66600 -0.12500 -4.29600 0.10
C 23.98100 -7.37100 -4.71900 -0.01
O 23.30500 -6.46100 -5.59500 -0.01
C 23.15600 -6.69500 -6.86500 -0.43
O 23.77100 -7.74900 -7.59400 -0.09
O 22.20400 -5.85800 -7.32200 0.01
C 21.88400 -5.76600 -8.74300 0.01
H 25.10600 -7.37000 -4.92100 0.12
H 23.50100 -8.31900 -4.67800 0.09
H 23.87100 -6.85300 -3.73400 0.11
H 20.92000 -6.14500 -8.83200 0.07
H 22.70500 -6.23500 -9.29200 0.08
H 21.77400 -4.69000 -9.04300 0.09
C 24.87800 -6.66400 -10.86800 -0.08
C 24.55300 -5.41200 -11.69900 -0.26
C 25.56600 -4.34600 -11.68500 -0.19
C 25.14300 -3.18700 -12.47500 -0.22
N 24.81300 -2.29600 -13.05800 0.20
H 25.00400 -6.58200 -9.75900 0.07
H 25.78800 -7.22400 -11.20200 0.09
H 24.10100 -7.37300 -11.03000 0.03
H 23.63200 -4.93000 -11.42100 0.07
H 24.40100 -5.72900 -12.74500 0.12
H 26.48700 -4.71300 -12.15500 0.13
H 25.85900 -3.99500 -10.62500 0.15
C 21.37100 0.28600 -13.89600 -0.08
C 21.92700 -0.46900 -15.18900 -0.21
C 23.44000 -0.40500 -15.46400 -0.18
C 23.81600 -1.36700 -16.51200 -0.18
N 24.11300 -2.13900 -17.35100 0.16
H 20.33000 0.03300 -13.67800 0.07
H 21.28400 1.38500 -14.09100 0.08
H 21.95100 0.18600 -13.04200 0.02
H 21.25200 -0.27800 -16.00500 0.11
H 21.75900 -1.50000 -15.07000 0.05
H 24.02000 -0.60900 -14.60200 0.05
H 23.77300 0.61800 -15.60700 0.12
```

Properties
* SMILES: C[C@H]1COC(=O)O1.C[C@H]1COC(=O)O1.C[C@H]1COC(=O)O1.C[C@H]1COC(=O)O1.C[C@H]1COC(=O)O1.COC(=O)OC.COC(=O)OC.COC(=O)OC.CCCC#N.CCCC#N
* HOMO level: -10.496 eV
* energy above the lowest of the compared OMol25 structures with the same formula, charge and spin: 221.5 kJ/mol
* Kohn-Sham gap: 10.43 eV
* net charge: 0

---

What M values result from the calculations? In sequence: 925.871; 918.893 g mol⁻¹.
What total energy values result from the calculations? In sequence: -72286.3511; -91487.7673 eV.